Record 1
{"formula": "CH6N2O3S", "method": "ωB97M-V with the def2-TZVPD basis set", "s2": 2.01, "largest_force_ev_per_a": 10.519, "e_above_lowest_kcal_mol": 26.3, "spin_multiplicity": 3, "total_charge": 0, "lumo_energy_ev": [0.3, -3.3], "elements": ["C", "N", "N", "O", "O", "O", "S", "H", "H", "H", "H", "H", "H"], "coordinates": [[0.97284, -0.17460, 2.32310], [-0.98208, 0.07808, -2.72505], [-1.28924, -0.52630, -1.77180], [-0.92591, 0.85529, 0.95848], [1.23139, 1.19113, -0.02116], [0.17316, -1.00118, -0.08244], [0.35285, 0.28027, 0.68372], [1.74154, -0.84315, 2.66210], [1.18586, 0.90408, 2.49338], [0.01673, -0.45742, 2.84976], [-0.01774, 0.06449, -3.07128], [-1.66591, 0.69663, -3.18748], [-0.79348, -1.06732, -1.11133]], "mulliken_charge": [-0.85, -0.09, -0.10, -0.64, -0.65, -0.70, 1.20, 0.35, 0.26, 0.28, 0.26, 0.27, 0.40]}

Record 2
{"formula": "C10H11N3", "method": "ωB97M-V with the def2-TZVPD basis set", "largest_force_ev_per_a": 3.217, "e_above_lowest_kcal_mol": 54.7, "smiles": "C(=C/c1ccccn1)/C1=NCCN1", "spin_multiplicity": 1, "total_charge": 0, "lumo_energy_ev": 0.4, "elements": ["C", "C", "C", "C", "C", "C", "C", "N", "C", "N", "C", "C", "N", "H", "H", "H", "H", "H", "H", "H", "H", "H", "H", "H"], "coordinates": [[0.66212, 1.77425, -0.17084], [-0.70454, 1.85893, -0.16689], [-1.79092, 0.78571, -0.20376], [-1.43635, -0.56453, -0.33448], [-2.40171, -1.52809, -0.10568], [-3.71659, -1.04925, 0.17395], [-3.97394, 0.33486, 0.16461], [-2.99171, 1.27879, -0.01178], [1.60589, 0.62202, -0.23636], [1.31058, -0.59547, -0.39996], [2.55934, -1.39848, -0.15413], [3.65929, -0.37675, 0.30589], [2.96114, 0.89830, 0.08923], [1.07533, 2.70833, -0.17526], [-1.17534, 2.83573, -0.07716], [-0.30300, -0.72281, -0.44813], [-2.21224, -2.58191, 0.02013], [-4.55207, -1.69648, 0.28936], [-5.01498, 0.65124, 0.22752], [2.22011, -2.02898, 0.62788], [2.60114, -1.93136, -1.10017], [3.92913, -0.53716, 1.34704], [4.52636, -0.40691, -0.39367], [3.16292, 1.67001, 0.73266]], "mulliken_charge": [-0.71, -0.49, 0.43, -0.26, -0.57, -0.36, -0.29, -0.54, 0.63, -0.39, -0.74, -0.39, -0.37, 0.40, 0.35, 0.68, 0.42, 0.38, 0.35, 0.32, 0.36, 0.29, 0.24, 0.26]}

Record 3
{"formula": "C18H45KN3O6", "method": "ωB97M-V with the def2-TZVPD basis set", "largest_force_ev_per_a": 1.610, "e_above_lowest_kcal_mol": 0.0, "spin_multiplicity": 1, "total_charge": 1, "lumo_energy_ev": -2.3, "elements": ["K", "C", "O", "C", "C", "N", "C", "C", "O", "C", "H", "H", "H", "H", "H", "H", "H", "H", "H", "H", "H", "H", "H", "H", "H", "C", "O", "C", "C", "N", "C", "C", "O", "C", "H", "H", "H", "H", "H", "H", "H", "H", "H", "H", "H", "H", "H", "H", "H", "C", "O", "C", "C", "N", "C", "C", "O", "C", "H", "H", "H", "H", "H", "H", "H", "H", "H", "H", "H", "H", "H", "H", "H"], "coordinates": [[-0.05443, -1.05551, -0.64063], [-3.02555, -0.48542, -5.52562], [-3.22452, 0.08539, -4.24852], [-3.41724, -0.87018, -3.24471], [-4.02458, -0.22379, -2.01090], [-3.00687, 0.37606, -1.17612], [-3.39499, 0.91065, 0.09369], [-2.20698, 1.29087, 0.92479], [-1.50688, 0.13167, 1.38544], [-1.18943, 0.18332, 2.76195], [-3.96869, -0.88764, -5.91262], [-2.28930, -1.29449, -5.49687], [-2.69151, 0.31386, -6.18139], [-2.45554, -1.33675, -2.95554], [-4.04500, -1.70723, -3.57902], [-4.53897, -1.01512, -1.45514], [-4.77069, 0.51518, -2.32917], [-2.28684, 0.84747, -1.69840], [-4.04253, 0.19576, 0.60843], [-4.02133, 1.81663, -0.02062], [-2.54855, 1.88013, 1.78211], [-1.52624, 1.92976, 0.35589], [-2.06675, 0.33141, 3.39334], [-0.47043, 0.98748, 2.97221], [-0.68011, -0.75018, 3.00394], [5.12020, -2.99850, 0.30595], [4.37554, -4.08285, 0.78082], [3.66165, -4.77276, -0.19995], [2.60973, -3.96528, -0.95922], [1.59155, -3.34233, -0.09099], [0.65699, -4.34043, 0.42188], [-0.52545, -3.78082, 1.13578], [-1.31631, -3.03964, 0.20837], [-2.66420, -2.76732, 0.61216], [5.96351, -3.31847, -0.33020], [5.57604, -2.49606, 1.15807], [4.55085, -2.26588, -0.27042], [3.15609, -5.61254, 0.28389], [4.31387, -5.25908, -0.94648], [2.13345, -4.69728, -1.61551], [3.07775, -3.21696, -1.60087], [2.10513, -2.94507, 0.69430], [1.13291, -5.03966, 1.12470], [0.25554, -4.96170, -0.38039], [-0.28217, -3.10229, 1.97018], [-1.13660, -4.57734, 1.57475], [-3.05453, -2.03903, -0.09018], [-2.60685, -2.26210, 1.58211], [-3.23538, -3.69248, 0.66778], [2.91984, 0.24044, -1.14076], [2.13995, 0.35889, 0.03953], [2.37793, 1.55569, 0.78478], [1.50785, 2.68490, 0.25968], [1.72770, 3.93940, 0.93392], [0.86998, 5.00747, 0.42058], [0.53922, 6.00769, 1.52956], [0.09696, 5.30563, 2.65772], [-0.27438, 6.16563, 3.71319], [2.44687, -0.36312, -1.93482], [3.81775, -0.31341, -0.84481], [3.26491, 1.13564, -1.66480], [3.42784, 1.85891, 0.74879], [2.11887, 1.29968, 1.81292], [0.45180, 2.34152, 0.28077], [1.66770, 2.76954, -0.82611], [1.45378, 3.82381, 1.90717], [-0.04757, 4.63488, -0.05626], [1.42565, 5.55775, -0.34534], [-0.24864, 6.67093, 1.14717], [1.43426, 6.61055, 1.72862], [-0.65100, 5.54612, 4.52523], [-1.06649, 6.84933, 3.39498], [0.59383, 6.71870, 4.08522]], "mulliken_charge": [0.86, -0.76, -0.32, -0.34, -0.87, -0.03, -0.93, -0.41, 0.19, -0.93, 0.30, 0.31, 0.25, 0.10, 0.50, 0.40, 0.35, 0.26, 0.35, 0.49, 0.50, -0.14, 0.36, 0.27, 0.20, -0.33, -0.33, -0.64, -1.02, 0.24, -0.82, -0.63, -0.18, -0.35, 0.34, 0.27, -0.06, 0.35, 0.41, 0.45, 0.31, 0.20, 0.37, 0.43, 0.22, 0.45, -0.36, 0.29, 0.38, -0.84, -0.06, -0.86, 0.42, -0.36, -0.53, -0.60, -0.28, -0.77, 0.31, 0.13, 0.42, 0.32, 0.34, -0.56, 0.43, 0.33, 0.28, 0.31, 0.41, 0.38, 0.23, 0.31, 0.32]}

Record 4
{"formula": "C3H8CsO3S", "method": "ωB97M-V with the def2-TZVPD basis set", "largest_force_ev_per_a": 0.788, "e_above_lowest_kcal_mol": 0.5, "spin_multiplicity": 1, "total_charge": 1, "lumo_energy_ev": -3.5, "elements": ["Cs", "O", "S", "O", "O", "C", "C", "C", "H", "H", "H", "H", "H", "H", "H", "H"], "coordinates": [[1.15754, -1.07106, -4.95417], [-0.33662, -0.44118, -2.44285], [0.16805, -0.13415, -1.12907], [1.16544, 0.87237, -1.00061], [-1.06711, 0.20863, -0.26924], [-0.97096, 1.28042, 0.71507], [-0.32211, 0.82072, 2.00909], [0.71115, -1.62946, -0.38588], [-2.00425, 1.57366, 0.87741], [-0.44315, 2.12435, 0.28032], [-0.41171, 1.60678, 2.75704], [0.73081, 0.57775, 1.87273], [-0.85000, -0.04550, 2.41352], [0.99524, -1.41078, 0.63979], [1.57768, -1.98273, -0.94352], [-0.09998, -2.34983, -0.43963]], "mulliken_charge": [1.02, -0.66, 1.12, -0.62, -0.31, -0.27, -1.00, -0.84, 0.32, 0.34, 0.37, 0.27, 0.30, 0.29, 0.34, 0.33]}

Record 5
{"formula": "CH7NO2", "method": "ωB97M-V with the def2-TZVPD basis set", "largest_force_ev_per_a": 2.773, "e_above_lowest_kcal_mol": 38.9, "smiles": "C=N.O.O", "spin_multiplicity": 1, "total_charge": 0, "lumo_energy_ev": 0.5, "elements": ["C", "N", "H", "H", "H", "O", "H", "H", "O", "H", "H"], "coordinates": [[0.69584, -1.67567, -1.65511], [0.16956, -0.52578, -1.62852], [0.15968, -2.60896, -1.84922], [1.76480, -1.79584, -1.42768], [0.78169, 0.08995, -2.16857], [0.26159, -0.51873, 2.40298], [-0.27668, -0.57202, 1.60024], [-0.07509, -1.32945, 2.80944], [-0.98606, 2.48386, 0.27967], [-0.15593, 2.03175, 0.09987], [-1.64308, 1.79727, 0.41645]], "mulliken_charge": [-0.22, -0.50, 0.24, 0.23, 0.25, -0.62, 0.29, 0.32, -0.62, 0.31, 0.31]}

Record 6
{"formula": "C18H29BN7O5PtS2Te4", "method": "ωB97M-V with the def2-TZVPD basis set", "s2": 6.02, "largest_force_ev_per_a": 0.571, "e_above_lowest_kcal_mol": 0.0, "spin_multiplicity": 5, "total_charge": 1, "lumo_energy_ev": [-3.7, -5.6], "elements": ["Pt", "B", "N", "C", "C", "C", "N", "N", "C", "C", "C", "N", "H", "H", "H", "H", "H", "H", "H", "H", "Te", "Te", "Te", "Te", "O", "S", "C", "C", "C", "C", "H", "H", "H", "H", "H", "H", "H", "H", "C", "C", "S", "O", "O", "C", "C", "N", "C", "N", "C", "C", "N", "O", "O", "C", "H", "H", "H", "H", "H", "H", "H", "H", "H", "H", "H", "H", "H"], "coordinates": [[-0.78913, 1.63503, -0.70280], [1.98590, 1.68446, 1.84785], [0.47167, 1.59370, 2.26509], [0.13952, 1.50885, 3.55914], [-1.23605, 1.54931, 3.68012], [-1.68089, 1.66008, 2.37065], [-0.64472, 1.68792, 1.52094], [2.26143, 1.67899, 0.30026], [3.52051, 1.64934, -0.15665], [3.50245, 1.60131, -1.53663], [2.15062, 1.60242, -1.85346], [1.41063, 1.66010, -0.74015], [2.43806, 2.71151, 2.30186], [2.53553, 0.71514, 2.31705], [0.91035, 1.43723, 4.30905], [-1.82273, 1.50595, 4.58062], [-2.69468, 1.73793, 2.01645], [4.34477, 1.65529, 0.53766], [4.34178, 1.56073, -2.20797], [1.68428, 1.54913, -2.82304], [-0.87572, 2.74335, -3.26479], [-2.89938, 1.83359, -4.66613], [-4.34072, 0.35200, -2.86165], [-3.51392, 1.18970, -0.52867], [-0.69873, 3.97069, -0.50325], [0.07513, 4.57127, 0.68085], [-0.94612, 5.95121, 1.23888], [-0.62304, 7.11673, 0.31261], [0.90021, 7.11500, 0.21309], [1.30477, 5.67071, -0.08717], [-0.65888, 6.15561, 2.27252], [-1.97537, 5.59664, 1.21273], [-1.01543, 8.05720, 0.69672], [-1.06985, 6.93891, -0.66779], [1.33205, 7.43145, 1.16452], [1.27080, 7.78999, -0.55701], [2.29335, 5.39301, 0.27361], [1.22779, 5.42470, -1.14723], [0.96077, -7.92888, -1.02909], [1.04910, -7.31368, 0.36216], [-0.31906, -6.26406, 0.75564], [-0.07886, -5.66242, 2.04458], [-1.54593, -6.97369, 0.50383], [-0.22721, -4.93053, -0.42533], [-1.40551, -4.00747, -0.12675], [-1.25145, -2.71037, -0.79421], [-0.69862, -1.62745, -0.20823], [-0.53212, -0.64613, -1.09338], [-0.99169, -1.10918, -2.28920], [-1.40684, -2.38513, -2.13106], [-2.05392, -3.20946, -3.11354], [-2.31000, -4.35938, -2.80350], [-2.35412, -2.66829, -4.15556], [-0.30826, -1.57596, 1.22600], [1.70231, -8.71999, -1.12518], [1.15793, -7.19551, -1.81075], [-0.02397, -8.36264, -1.19599], [1.94404, -6.70993, 0.51734], [1.00313, -8.07095, 1.14768], [-0.28910, -5.33025, -1.43593], [0.72956, -4.43162, -0.26206], [-1.46899, -3.80320, 0.93883], [-2.33305, -4.47022, -0.44629], [-0.94562, -0.53618, -3.19996], [-1.18495, -1.61487, 1.87559], [0.22962, -0.65220, 1.41881], [0.33656, -2.41652, 1.48767]], "mulliken_charge": [2.98, -0.74, 1.05, -0.43, -1.18, -0.42, -1.09, 0.89, -0.46, -1.21, -0.17, -0.89, -0.08, -0.12, 0.48, 0.46, 0.32, 0.46, 0.43, 0.33, 0.22, 0.04, 0.00, 0.22, -0.84, 0.83, -0.91, -0.53, -0.62, -0.78, 0.41, 0.38, 0.40, 0.24, 0.30, 0.34, 0.41, 0.32, -1.13, -0.51, 1.29, -0.69, -0.67, -0.35, -1.74, 0.36, 0.54, 0.10, -0.90, -0.24, 1.11, -0.62, -0.60, -0.80, 0.38, 0.29, 0.34, 0.37, 0.42, 0.45, 0.46, 0.63, 0.34, 0.64, 0.41, -0.35, 0.44]}